No. 1
Here is a molecular structure, C22H41BrNP3RhSe from OMol25. Energies are from ωB97M-V with the def2-TZVPD basis set.

The geometry in XYZ format:
```
70
Properties=species:S:1:pos:R:3:lowdin_spin:R:1
Rh -0.24130 -0.37509 0.58877 0.795
Br 3.15600 -0.98570 5.40153 0.000
Se 1.80687 0.68304 -3.10674 1.231
P 0.95673 -2.39898 0.21138 0.096
P -1.90932 -0.91493 -0.83801 0.030
P -1.66794 -0.62959 2.44366 0.144
N 1.38325 0.27895 1.87157 0.023
C 2.26024 2.33601 -5.33364 0.115
C -1.75995 -2.39614 2.93661 0.029
C 1.19346 4.65046 -4.18919 0.028
C 2.01504 1.43356 1.60603 0.013
C 1.73317 2.26559 -4.01263 0.254
C 2.12555 -3.05223 1.47956 0.005
C 1.69271 -0.39422 3.00177 0.004
C -3.43279 -0.11634 2.37032 0.018
C -0.51325 2.46310 -0.32056 0.132
C 2.91181 2.00946 2.51205 0.000
C 3.27327 1.31338 3.66668 0.006
C -3.02240 -2.34374 -0.48412 -0.001
C -0.00923 -3.94310 -0.13512 -0.001
C 2.27547 3.53054 -6.04161 0.014
C -1.14985 1.67596 0.78487 0.471
C 2.66857 0.08126 3.88615 0.000
C -1.18031 0.23803 3.98653 0.022
C 1.18917 3.46136 -3.46743 0.097
C -1.27607 -1.28925 -2.50789 0.035
C -3.17570 0.35552 -1.22074 0.003
C 2.10766 -2.38942 -1.22105 0.049
C 1.74481 4.70377 -5.47909 0.191
H -0.82436 1.24579 3.74678 0.000
H 0.68150 -4.80223 -0.16366 0.001
H -3.85738 -0.22757 3.37885 0.005
H 0.34432 1.82797 -0.56868 0.055
H -2.70750 1.24265 -1.65794 0.000
H -2.24092 -2.47224 3.92432 0.007
H 0.76901 3.42027 -2.46658 0.004
H -0.74319 -4.11701 0.66410 0.000
H 1.17875 -1.33053 3.22539 0.000
H 0.76082 5.55049 -3.75182 0.000
H -2.46837 -3.28169 -0.38050 0.000
H -0.75332 -2.83357 2.99928 0.001
H 2.70014 3.55216 -7.04553 -0.001
H -4.02449 -0.72037 1.67583 0.000
H -0.38357 -0.29568 4.51705 0.000
H -2.35231 -2.97277 2.21217 0.000
H 2.87329 -2.29115 1.73037 0.000
H -0.54051 -0.52950 -2.82093 0.018
H -0.19867 3.45789 0.01000 0.028
H 3.31183 2.98713 2.26027 0.000
H 1.59459 -3.33635 2.39640 0.000
H -3.87816 -0.06727 -1.95239 0.001
H 4.00805 1.69069 4.36938 0.000
H -3.61974 -2.18470 0.42030 0.000
H -2.05107 0.32975 4.65052 0.004
H 2.66010 1.42383 -5.76999 0.007
H 2.73197 -3.29590 -1.22719 0.007
H 2.64797 -3.93732 1.08455 0.001
H -0.81471 2.03567 1.76575 0.022
H 1.55474 -2.32274 -2.16435 0.000
H -3.71774 -2.44767 -1.33033 0.000
H 1.75805 5.63884 -6.03852 0.008
H -3.51608 0.93818 2.08665 0.000
H -2.24079 1.67118 0.70890 0.018
H 1.78729 1.92943 0.66004 0.003
H -2.12168 -1.27702 -3.20941 0.003
H -3.74427 0.64240 -0.32883 0.000
H -1.15092 2.56946 -1.20361 0.001
H -0.79706 -2.27404 -2.54726 0.000
H 2.75278 -1.50646 -1.14569 0.003
H -0.52409 -3.88122 -1.10334 0.000
```

Properties
highest occupied orbital energy (alpha / beta) = -0.563 / -0.624 Ha
LUMO (alpha / beta) = -0.2846 / -0.4412 Eh
multiplicity = 5
E = -7026.66221 Eh
gap between HOMO and LUMO (alpha / beta) = 0.2781 / 0.1824 hartree
net charge = +3
ΔE to the lowest compared entry with this formula, charge and spin = 0.0 kcal per mole



No. 2
Here is a molecular structure, C22H41ClMoNP3S from OMol25. Energies are from ωB97M-V with the def2-TZVPD basis set.

The geometry in XYZ format:
```
70
Properties=species:S:1:pos:R:3:lowdin_spin:R:1
Mo 0.26871 -0.25609 -0.56333 1.020
Cl 2.69219 -5.29466 0.29364 0.000
S 0.25152 1.80691 0.72920 -0.021
P -1.31675 -2.13828 0.18832 -0.008
P -1.70817 0.88580 -1.37771 0.005
P 1.77751 -0.26759 -2.32611 -0.010
N 1.64562 -1.51768 0.93922 -0.009
C -3.07747 -1.95580 0.71035 -0.001
C 0.43028 5.95774 0.74894 0.169
C 2.83340 -1.77250 -2.36069 -0.002
C 0.80632 -0.37515 -3.84819 0.000
C -0.07403 3.56282 0.78929 0.031
C 0.43639 4.69289 0.10357 0.296
C -0.87087 -3.41678 1.45848 -0.001
C -3.03541 1.34518 -0.19362 -0.003
C -1.51321 -3.29218 -1.22468 0.002
C 3.50436 -2.01956 2.40760 0.000
C 2.72576 -3.71018 0.95308 0.000
C -0.68159 4.98308 2.70956 0.266
C -0.12026 6.07871 2.02978 0.005
C -0.69419 3.74771 2.05464 0.231
C 2.54379 -1.16986 1.90294 -0.001
C -2.69667 -0.24317 -2.49596 0.018
C -1.37369 2.24951 -2.54478 0.002
C 2.88025 1.19197 -2.21530 0.001
C -1.03110 -0.52557 4.15842 0.001
C 1.83770 -2.77328 0.38042 0.001
C 3.60426 -3.33998 1.96719 -0.001
C -0.79237 0.73190 3.75521 0.000
H 0.95478 4.48196 -0.83185 0.010
H -1.01351 4.96101 3.76153 0.008
H 3.47456 -1.78705 -1.46505 0.000
H -2.05369 -0.91859 4.22450 0.000
H 2.19368 -2.67087 -2.34946 0.000
H 1.20965 -3.00797 -0.52812 0.000
H -3.39830 0.33181 -3.12754 0.002
H -0.02360 -4.06799 1.18520 0.000
H 3.55106 1.19014 -3.07830 0.000
H -2.12339 -4.15272 -0.92949 0.000
H -3.29451 -0.97732 -1.93848 0.000
H 2.27857 2.11154 -2.18984 0.000
H -2.54156 1.63116 0.73471 0.000
H -3.42686 -2.85518 1.23309 0.000
H -3.73441 -1.80135 -0.14605 0.000
H -0.19544 -1.23349 4.13984 0.000
H -1.73931 -4.07825 1.62778 -0.001
H -0.08433 7.01873 2.55474 -0.003
H -2.08737 -0.83621 -3.19559 0.001
H 1.52699 -0.40970 -4.67022 0.000
H -3.17388 -1.11917 1.40624 0.000
H 0.24814 1.04684 3.42468 0.000
H -1.99781 2.07144 -3.42826 0.000
H -0.58511 -3.69277 -1.63694 0.000
H -3.67079 2.17246 -0.52934 -0.001
H 4.30045 -4.05338 2.37689 0.000
H 0.99885 6.81325 0.34819 0.004
H 2.02758 -0.48011 -0.69412 -0.019
H -3.67591 0.49016 0.05789 0.000
H -0.62937 -2.92615 2.40569 0.000
H 3.44797 -1.77063 -3.26911 -0.001
H 3.44440 1.08676 -1.27170 0.000
H 4.16948 -1.62974 3.17037 0.000
H 2.46783 -0.11409 2.19518 -0.001
H -0.90902 2.81589 2.59607 0.008
H 0.22157 -1.30689 -3.82085 0.001
H 0.13965 0.48600 -3.96713 0.000
H -2.01451 -2.82554 -2.06854 0.000
H -0.32329 2.21852 -2.82852 0.000
H -1.60023 1.43046 3.44574 0.000
H -1.61128 3.19111 -2.05334 0.001
```

Properties
highest occupied orbital energy (alpha / beta) = -0.739 / -0.739 Ha
LUMO (alpha / beta) = -0.5361 / -0.5797 Eh
multiplicity = 3
E = -2866.54273 Eh
gap between HOMO and LUMO (alpha / beta) = 0.2032 / 0.1595 hartree
net charge = +4



No. 3
Here is 5 unconnected molecules or ions with the total composition C22H41N2O13 from OMol25. Energies are from ωB97M-V with the def2-TZVPD basis set.

The geometry in XYZ format:
```
78
Properties=species:S:1:pos:R:3:mulliken_charge:R:1
O -4.46276 0.45499 3.13188 -0.350
O -1.99948 -4.41996 6.28779 -0.333
O 2.78086 5.00053 -5.09242 -0.324
O 1.63844 -0.61880 4.25884 -0.366
O 4.50756 4.76939 -3.72798 -0.328
O -3.33432 -2.88173 7.24950 -0.524
O -4.56246 -1.66408 3.80524 -0.272
O -0.08970 0.67353 4.82797 -0.401
O 1.14590 1.27318 0.12023 -0.521
O 2.93568 3.16867 -3.80821 -0.456
O -4.14033 -4.30121 5.70536 -0.299
O 1.28860 -0.12020 6.42971 -0.489
O -4.46440 -1.19751 1.60534 -0.570
N 0.64583 0.57783 -3.66368 -0.687
N 1.31878 -0.20979 -2.66098 0.722
C 0.17143 1.83940 -3.08899 0.447
C -0.20073 2.78015 -4.22917 -1.280
C 2.49639 1.54554 -0.25477 -0.559
C -4.72565 0.50368 4.54324 -0.356
C 4.82099 5.90807 -4.55216 -0.314
C 1.70715 -1.95542 -4.38588 -1.801
C -0.16755 -2.29327 -2.68576 -0.948
C 0.84966 -0.47503 3.07821 0.218
C -4.50178 -0.83951 2.73913 0.641
C 3.01859 0.28110 -0.91240 -0.835
C -2.24766 -5.57552 5.47644 -0.340
C 3.37258 4.22094 -4.17694 0.496
C 1.22879 -1.68477 -2.97130 0.438
C -1.81291 -1.98007 -0.72285 -1.566
C -3.17332 -3.78220 6.49279 0.700
C 0.97945 -0.03428 5.29435 0.583
C 3.45784 6.27161 -5.11472 -0.313
C -3.53639 -5.19589 4.76552 -0.229
C 2.75182 0.23041 -2.40902 -0.235
C -4.32941 -0.88661 4.99329 -0.237
C -0.00053 0.73543 3.40630 -0.234
C -1.27983 -1.42908 -2.05430 0.273
H 2.91014 6.96360 -4.47544 0.271
H 2.54437 -0.57533 -0.42940 0.323
H 1.94942 -2.14813 -2.29704 0.336
H -2.14859 -1.18627 -0.06162 0.357
H 3.43267 -0.45305 -2.90171 0.483
H 1.12025 -1.40842 -5.11675 0.373
H -3.36154 -4.65370 3.83475 0.190
H -2.36968 -6.44027 6.12947 0.263
H -2.10536 -1.38886 -2.76008 0.483
H 2.76906 -1.76494 -4.51539 0.382
H -1.40816 -5.74089 4.80763 0.290
H 4.08820 0.17841 -0.74289 0.549
H 0.58921 3.51046 -4.33997 0.201
H 5.52280 5.59093 -5.32298 0.273
H 5.27110 6.68712 -3.94571 0.296
H 1.35195 0.80406 -4.35662 0.403
H -1.06116 -2.57254 -0.20343 0.372
H 0.85933 1.91854 0.76557 0.253
H 3.48531 6.65450 -6.12956 0.283
H -4.92303 -1.25015 5.82525 0.340
H -0.25742 2.22518 -5.16618 0.315
H 1.48684 -0.33562 2.21029 -0.112
H 3.11499 1.83181 0.59375 0.507
H -1.16573 3.25452 -4.09530 0.353
H -4.19996 -6.03483 4.57889 0.306
H -3.27279 -0.95607 5.25378 0.204
H 2.52155 2.36890 -0.97259 0.353
H 0.96869 2.31096 -2.51133 -0.382
H 0.48252 1.67757 3.12982 0.294
H -0.00433 -3.15426 -2.04095 0.434
H -0.53538 -2.69776 -3.62539 0.445
H 0.83805 -0.03767 -1.77617 0.039
H 0.24498 -1.37392 2.94126 0.205
H -0.98910 0.68840 2.95474 0.287
H -2.66584 -2.63303 -0.88974 0.372
H 2.86192 1.21851 -2.84850 0.089
H -5.78577 0.70653 4.69823 0.280
H -0.99057 -0.39550 -1.90775 -0.410
H -0.67064 1.64930 -2.42995 0.522
H -4.13614 1.28775 5.00978 0.304
H 1.55070 -3.01536 -4.57039 0.522
```

Properties
highest occupied orbital energy = -0.463 Ha
LUMO = -0.0720 Eh
E = -1950.29426 Eh
gap between HOMO and LUMO = 0.3907 hartree
net charge = +1



Q: What is the formula in the second record?
A: C22H41ClMoNP3S



Q: Look up the net charge of the third one.
A: +1



Q: Which of these has the highest net charge?
A: C22H41ClMoNP3S



Q: Which of these has the highest E?
A: C22H41N2O13